Entry 1:
ORCA calculation (the ωB97M-V functional and the def2-TZVPD basis) on C35H42N4O7PPbS2 as an isolated structure.

Geometry (Å):
Pb: 1.1270 0.0067 0.8236
N: 5.0168 -2.6435 0.2190
C: 3.7688 -2.0537 0.2578
S: 3.7853 -0.3502 0.5698
N: 2.7662 -2.8255 0.0278
N: 1.4997 -2.3349 0.1260
C: 0.6146 -3.0466 -0.4849
C: -0.7791 -2.7575 -0.6135
C: -1.4759 -3.3793 -1.6564
C: -2.8072 -3.1350 -1.8945
C: -3.4884 -2.2490 -1.0618
C: -2.8445 -1.6363 -0.0200
C: -1.4659 -1.8480 0.2579
O: -0.9207 -1.2671 1.2524
H: 5.7639 -1.9917 0.0490
H: 5.0620 -3.5069 -0.3044
H: 0.9715 -3.9378 -1.0221
H: -0.9307 -4.0475 -2.3156
H: -3.3131 -3.6086 -2.7250
H: -4.5342 -2.0369 -1.2490
H: -3.3654 -0.9305 0.6125
C: -3.3205 4.5822 -3.2858
O: -3.3405 5.1592 -2.0090
C: -2.5933 4.5684 -1.0143
C: -2.7411 5.1432 0.2589
C: -2.0629 4.6035 1.3163
C: -1.2139 3.4903 1.2027
C: -0.5936 2.9291 2.3841
C: -1.1764 3.3612 3.7309
O: 0.3457 2.1400 2.4173
C: -1.0266 2.9048 -0.1020
O: -0.3068 1.8972 -0.3404
C: -1.7490 3.5083 -1.1851
H: -4.0156 5.1720 -3.8874
H: -3.6497 3.5367 -3.2653
H: -2.3223 4.6209 -3.7374
H: -3.3818 6.0032 0.3715
H: -2.1755 5.0882 2.2741
H: -2.2617 3.3191 3.7180
H: -0.8570 4.3751 3.9620
H: -0.7943 2.6950 4.5008
H: -1.5785 3.0724 -2.1575
N: 0.9961 -0.1470 -1.5627
S: 0.3986 0.9694 -2.4833
C: 1.6152 1.0269 -3.8597
C: 1.3130 1.5249 -5.1156
C: 2.3198 1.6569 -6.0573
C: 3.6244 1.3191 -5.7349
C: 3.9269 0.8422 -4.4697
C: 2.9212 0.6986 -3.5309
C: -0.9400 0.1356 -3.4195
C: -0.6876 -0.7776 -4.4304
C: -1.7447 -1.3877 -5.0849
C: -3.0494 -1.1009 -4.7223
C: -3.2962 -0.2319 -3.6738
C: -2.2426 0.3805 -3.0148
H: 1.1154 -1.0356 -2.0265
H: 0.2960 1.7955 -5.3604
H: 2.0901 2.0296 -7.0464
H: 4.4087 1.4403 -6.4684
H: 4.9456 0.5901 -4.2124
H: 3.1320 0.3418 -2.5327
H: 0.3261 -1.0156 -4.7184
H: -1.5450 -2.0873 -5.8834
H: -3.8713 -1.5689 -5.2473
H: -4.3115 -0.0317 -3.3642
H: -2.4197 1.0332 -2.1746
C: 2.1086 1.2787 5.9968
C: 2.8401 0.0182 5.5494
O: 1.9341 -0.9935 5.1849
P: 1.3265 -1.0664 3.6126
O: 2.0796 -2.3617 3.0638
C: 1.9334 -3.6652 3.6117
C: 3.1471 -4.4724 3.1715
O: -0.0673 -1.7456 4.0569
C: -1.1815 -0.9166 4.3430
C: -2.4542 -1.6948 4.0521
H: 2.8238 2.0143 6.3539
H: 1.4119 1.0350 6.7955
H: 1.5527 1.6904 5.1583
H: 3.4317 -0.3975 6.3750
H: 3.5143 0.2564 4.7194
H: 1.0074 -4.1043 3.2236
H: 1.8651 -3.6028 4.7037
H: 3.2346 -4.4063 2.0904
H: 3.0480 -5.5135 3.4685
H: 4.0475 -4.0529 3.6145
H: -1.1534 -0.0197 3.7202
H: -1.1399 -0.6221 5.4007
H: -2.4255 -2.0136 3.0141
H: -3.3227 -1.0607 4.2174
H: -2.5206 -2.5715 4.6933

Summary:
total charge	-1
relative energy (zero: lowest compared OMol25 entry of this formula, charge and spin)	0.778	eV

---

Entry 2:
ORCA calculation (the ωB97M-V functional and the def2-TZVPD basis) on C35H42N9O2Pd as an isolated structure.

Geometry (Å):
Pd: 0.5622 0.3851 -0.2626
C: -2.1428 0.1730 1.8800
N: -0.8794 0.7670 1.4323
C: -0.4935 1.8302 2.0541
C: 0.7209 2.4815 1.7574
C: 1.2367 3.7018 2.2203
C: 2.4245 3.9075 1.5282
C: 2.5888 2.8021 0.6855
N: 1.5764 1.9407 0.8307
C: -1.9842 -0.5722 3.1899
C: -1.7803 -1.9473 3.2006
C: -1.6268 -2.6316 4.3972
C: -1.6544 -1.9466 5.6019
C: -1.8640 -0.5754 5.6016
C: -2.0408 0.1028 4.4056
H: -2.4899 -0.5177 1.1150
H: -2.8978 0.9577 2.0052
H: -1.1180 2.2768 2.8288
H: 0.7848 4.3488 2.9550
H: 3.1001 4.7418 1.6183
H: 3.3948 2.6261 -0.0094
H: -1.7541 -2.4948 2.2664
H: -1.4805 -3.7039 4.3870
H: -1.5300 -2.4743 6.5378
H: -1.8982 -0.0320 6.5365
H: -2.2390 1.1670 4.4301
N: 4.2652 0.6485 -2.4411
C: 3.7704 0.3594 -1.2313
N: 2.5089 0.0154 -1.3570
C: 2.2753 0.1189 -2.6985
N: 3.3299 0.4995 -3.3829
C: 0.9504 -0.0968 -3.2578
C: 0.7466 -0.2399 -4.6318
N: -0.4643 -0.3245 -5.1514
C: -1.4877 -0.2651 -4.3066
C: -1.3003 -0.1611 -2.9377
N: -0.0839 -0.0888 -2.4046
H: 5.1869 0.9719 -2.6871
H: 4.3349 0.3725 -0.3152
H: 1.5917 -0.2798 -5.3072
H: -2.4800 -0.3104 -4.7367
H: -2.1367 -0.1268 -2.2560
C: 1.8383 -0.9283 2.9588
C: 2.3460 -2.2897 2.4727
C: 3.4294 -2.1326 1.3990
C: 1.2487 -3.1888 1.9533
C: 1.0607 -4.4039 2.5672
C: 0.1359 -5.3360 2.1116
C: -0.5896 -5.0657 0.9555
C: -0.4624 -3.8829 0.2721
C: -1.2474 -3.6965 -1.0042
C: -2.2814 -2.5763 -0.8670
C: -0.3010 -3.4594 -2.1859
C: 0.4274 -2.8371 0.7878
N: 0.4677 -1.6583 0.2505
H: 2.6276 -0.4216 3.5143
H: 0.9675 -1.0436 3.6057
H: 1.5646 -0.2976 2.1190
H: 2.7973 -2.8026 3.3258
H: 2.9963 -1.6937 0.5032
H: 3.8612 -3.1010 1.1439
H: 4.2228 -1.4788 1.7646
H: 1.6638 -4.6458 3.4329
H: -0.0018 -6.2740 2.6309
H: -1.2635 -5.8189 0.5668
H: -1.7879 -4.6273 -1.1921
H: -1.7730 -1.6349 -0.6593
H: -2.9762 -2.7967 -0.0556
H: -2.8630 -2.4860 -1.7852
H: 0.3352 -2.5993 -1.9932
H: -0.8680 -3.2890 -3.1020
H: 0.3379 -4.3289 -2.3391
O: 0.5627 2.4345 -1.6157
C: -0.5362 2.9588 -1.5515
O: -1.5972 2.3077 -1.1065
C: -0.8235 4.3940 -1.9798
N: -2.2865 4.5581 -1.9925
C: -2.6701 4.3622 -3.4008
C: -1.5673 5.0482 -4.2035
C: -0.3005 4.6801 -3.4160
H: -0.3526 5.0478 -1.2449
H: -2.5475 5.4895 -1.6931
H: -2.3512 2.9492 -1.1630
H: -3.6664 4.7543 -3.5925
H: -2.6596 3.2856 -3.6044
H: -1.7204 6.1286 -4.1953
H: -1.5334 4.7140 -5.2387
H: 0.4296 5.4853 -3.4249
H: 0.1843 3.7907 -3.8193

Summary:
2S+1	5
total charge	+1
relative energy (zero: lowest compared OMol25 entry of this formula, charge and spin)	0.979	eV

---

Entry 3:
ORCA calculation (the ωB97M-V functional and the def2-TZVPD basis) on C35H43AuClN2Si2 as an isolated structure.

Geometry (Å):
C: 1.4516 1.2397 -0.5610
C: 1.9794 -0.0332 -0.2725
C: 1.2767 -1.0078 -1.0708
H: 2.8335 -0.2421 0.3749
C: 0.2743 -0.2682 -1.8611
C: 0.4438 1.1182 -1.5435
H: -0.0239 1.9477 -2.0743
H: 1.8229 2.1864 -0.1592
H: 1.6254 -2.0090 -1.3173
H: -0.2538 -0.6771 -2.7222
Au: -0.7241 -1.2525 -0.0404
Si: -1.1903 -3.5831 -0.1106
C: 0.0832 -4.3104 1.0377
C: -0.3744 -5.0447 2.1424
H: -1.4497 -5.2028 2.2679
C: 0.5279 -5.6058 3.0424
H: 0.1600 -6.2427 3.8471
C: 1.8997 -5.3865 2.8970
H: 2.6043 -5.8215 3.6087
C: 2.3634 -4.6150 1.8294
H: 3.4328 -4.4345 1.7084
C: 1.4653 -4.0919 0.8942
H: 1.8422 -3.5041 0.0561
C: -0.9318 -4.0328 -1.8922
C: 0.0708 -4.9211 -2.3059
H: 0.6476 -5.4882 -1.5705
C: 0.3616 -5.0586 -3.6675
H: 1.1369 -5.7564 -3.9867
C: -0.3296 -4.3103 -4.6220
H: -0.0851 -4.3978 -5.6822
C: -1.3560 -3.4523 -4.2160
H: -1.9252 -2.8808 -4.9509
C: -1.6665 -3.3279 -2.8613
H: -2.4614 -2.6490 -2.5411
H: -2.5825 -3.4893 0.3472
Si: -3.2008 -7.0759 0.0510
C: -2.7904 -7.2978 -1.7484
C: -2.2029 -8.5091 -2.1746
H: -1.8131 -9.2180 -1.4370
C: -2.1512 -8.8470 -3.5326
H: -1.7105 -9.7985 -3.8409
C: -2.6748 -7.9701 -4.4888
H: -2.6502 -8.2337 -5.5468
C: -3.2347 -6.7539 -4.0797
H: -3.6210 -6.0546 -4.8265
C: -3.3113 -6.4307 -2.7227
H: -3.7884 -5.4972 -2.4140
C: -1.9045 -7.9689 1.0254
C: -0.5582 -7.9047 0.6471
H: -0.2420 -7.2046 -0.1321
C: 0.3930 -8.7168 1.2712
H: 1.4486 -8.6074 1.0070
C: -0.0093 -9.6636 2.2218
H: 0.7301 -10.3285 2.6729
C: -1.3576 -9.7536 2.5919
H: -1.6719 -10.4943 3.3346
C: -2.2986 -8.8955 2.0124
H: -3.3527 -8.9637 2.2908
H: -4.4218 -7.9001 0.1963
Cl: -4.0091 -5.3532 0.8594
C: -2.3776 1.7756 -0.2518
N: -1.2760 2.3274 0.5099
C: -1.0247 3.7249 0.1875
C: -1.3388 2.0695 1.9394
C: -0.4001 0.9601 2.4185
N: -0.8672 -0.4266 2.2442
C: 0.0585 -1.3333 2.9602
C: -2.2501 -0.6477 2.6998
H: -2.2834 2.1041 -1.2963
H: -3.3548 2.1077 0.1506
H: -2.3313 0.6714 -0.2196
H: -1.8562 4.3761 0.5172
H: -0.1043 4.0498 0.6878
H: -0.8921 3.8308 -0.8975
H: -0.9677 2.9803 2.4433
H: -2.3770 1.8859 2.2691
H: 0.5693 1.0551 1.9077
H: -0.2263 1.1291 3.5005
H: 0.0853 -1.0741 4.0323
H: -0.2638 -2.3744 2.8362
H: 1.0634 -1.2289 2.5327
H: -2.3630 -0.3521 3.7593
H: -2.4963 -1.7097 2.5910
H: -2.9475 -0.0636 2.0843

Summary:
2S+1	3
total charge	+1

---

Entry 4:
ORCA calculation (the ωB97M-V functional and the def2-TZVPD basis) on C35H43BN6O2SSiV as an isolated structure.

Geometry (Å):
V: 0.2394 0.9752 -0.1578
C: -1.4287 2.0763 0.7239
Si: -3.0628 1.1524 0.4382
C: -2.3071 -0.6067 0.8085
N: -0.9565 -0.6139 0.2664
C: -0.0848 -1.5560 0.9626
C: -0.5267 -3.0171 0.7430
C: -1.0084 -3.2324 -0.6973
C: -0.4025 -2.1721 -1.6152
C: -0.8948 -0.7923 -1.1716
C: -4.5026 1.5634 1.5803
C: -5.6857 2.0930 1.0647
C: -6.7444 2.4045 1.8975
C: -6.6408 2.1988 3.2631
C: -5.4679 1.6830 3.7914
C: -4.4110 1.3706 2.9590
C: -3.5229 1.0855 -1.3995
C: -2.7920 1.7234 -2.4037
C: -3.1326 1.5584 -3.7365
C: -4.2031 0.7516 -4.0912
C: -4.9440 0.1200 -3.1062
C: -4.6054 0.2891 -1.7759
H: -1.2510 2.2203 1.7870
H: -1.5125 3.0789 0.3045
H: -2.9142 -1.4067 0.3815
H: -2.2593 -0.7810 1.8833
H: -0.0989 -1.3267 2.0320
H: 0.9351 -1.4482 0.5861
H: -1.3101 -3.2874 1.4510
H: 0.3298 -3.6574 0.9540
H: -2.0966 -3.1775 -0.7535
H: -0.7234 -4.2254 -1.0421
H: -0.7015 -2.3423 -2.6509
H: 0.6840 -2.2263 -1.5582
H: -1.8837 -0.5981 -1.5965
H: -0.1853 -0.0133 -1.5919
H: -5.7757 2.2602 0.0020
H: -7.6524 2.8112 1.4818
H: -7.4661 2.4430 3.9136
H: -5.3812 1.5270 4.8550
H: -3.5025 0.9712 3.3880
H: -1.9490 2.3599 -2.1418
H: -2.5648 2.0610 -4.5052
H: -4.4640 0.6203 -5.1295
H: -5.7841 -0.5030 -3.3714
H: -5.1888 -0.2005 -1.0088
N: 3.4621 1.3962 2.2399
C: 2.5872 1.2290 3.2913
C: 2.7906 1.1698 4.6625
C: 1.6729 1.0053 5.4541
C: 0.3990 0.8967 4.8933
C: 0.1946 0.9410 3.5292
C: 1.3067 1.1194 2.7052
N: 1.4437 1.2226 1.3333
C: 2.7481 1.3906 1.0949
C: 3.3069 1.5108 -0.2224
C: 4.6056 1.8110 -0.5724
S: 4.7915 1.7632 -2.2604
C: 3.1264 1.3511 -2.4042
N: 2.4937 1.2533 -1.2865
H: 4.4625 1.4993 2.3181
H: 3.7776 1.2571 5.0897
H: 1.7800 0.9627 6.5248
H: -0.4474 0.7725 5.5492
H: -0.8010 0.8554 3.1256
H: 5.4349 2.0544 0.0620
H: 2.6756 1.1771 -3.3622
B: 1.0109 5.2050 -1.0343
C: 0.7095 3.7460 -0.9653
N: 0.4194 2.6206 -0.7814
H: 0.2385 5.6960 -1.7950
H: 2.1452 5.4299 -1.2776
H: 0.6850 5.5888 0.0511
O: 4.5675 -1.0832 -1.3738
C: 3.5613 -1.7127 -1.0027
O: 2.4643 -1.2897 -0.6422
C: 3.7912 -3.2796 -1.0170
N: 5.2496 -3.4297 -1.2112
C: 5.4799 -4.4112 -2.2896
C: 4.3049 -4.1607 -3.2224
C: 3.1435 -3.9252 -2.2543
H: 3.4393 -3.7192 -0.0822
H: 5.7675 -3.6447 -0.3596
H: 5.4591 -2.3786 -1.4947
H: 5.4274 -5.4190 -1.8700
H: 6.4512 -4.2666 -2.7571
H: 4.1305 -4.9996 -3.8900
H: 4.4832 -3.2730 -3.8288
H: 2.6703 -4.8693 -1.9822
H: 2.3910 -3.2771 -2.6976

Summary:
2S+1	2
total charge	+2
relative energy (zero: lowest compared OMol25 entry of this formula, charge and spin)	2.388	eV

---

Entry 5:
ORCA calculation (the ωB97M-V functional and the def2-TZVPD basis) on C35H43ClN2PrSi2 as an isolated structure.

Geometry (Å):
C: -1.8526 -0.9987 3.9110
C: -2.2918 -0.2993 2.7376
C: -2.1791 -1.1921 1.6436
H: -2.7062 0.7143 2.6940
C: -1.6321 -2.4291 2.1064
C: -1.4425 -2.3111 3.5212
H: -1.1199 -3.1038 4.1969
H: -1.9421 -0.6398 4.9378
H: -2.5389 -0.9784 0.6449
H: -1.4155 -3.3142 1.4999
Pr: 0.3333 -0.7474 2.4112
Si: 1.3565 1.4729 -1.1627
C: 0.0399 2.7944 -1.1394
C: 0.3592 3.9991 -1.7790
H: 1.3268 4.0911 -2.2913
C: -0.5420 5.0712 -1.7484
H: -0.2349 6.0285 -2.1700
C: -1.8192 4.9228 -1.1934
H: -2.5520 5.7262 -1.2619
C: -2.1302 3.7385 -0.5207
H: -3.1296 3.5799 -0.1031
C: -1.1560 2.7465 -0.3802
H: -1.3493 1.9133 0.3147
C: 0.4382 -0.2967 -1.3009
C: -1.0168 -0.3225 -1.2519
H: -1.6005 0.5876 -1.1904
C: -1.7367 -1.5438 -1.5054
H: -2.8126 -1.5124 -1.6954
C: -1.0315 -2.7910 -1.3268
H: -1.5621 -3.7362 -1.4251
C: 0.2944 -2.7288 -0.8957
H: 0.7916 -3.6182 -0.4944
C: 1.0426 -1.5505 -0.9684
H: 2.0900 -1.5592 -0.6453
H: 1.2446 1.3938 0.3198
Si: -0.5817 -1.2616 -2.8874
C: -0.1070 -2.6042 -4.1362
C: -0.7728 -2.6518 -5.3687
H: -1.5438 -1.9030 -5.5731
C: -0.4268 -3.6158 -6.3293
H: -0.9190 -3.5898 -7.2986
C: 0.5423 -4.5885 -6.0490
H: 0.7926 -5.3491 -6.7800
C: 1.1738 -4.5760 -4.8045
H: 1.8925 -5.3551 -4.5406
C: 0.8978 -3.5442 -3.8973
H: 1.4806 -3.4910 -2.9781
C: -0.7459 0.2840 -4.0599
C: -1.9841 0.9179 -4.1877
H: -2.9005 0.3844 -3.9254
C: -2.0496 2.2418 -4.6396
H: -3.0168 2.7443 -4.6951
C: -0.8749 2.9098 -4.9858
H: -0.9222 3.9682 -5.2594
C: 0.3517 2.2366 -4.9718
H: 1.2770 2.7482 -5.2610
C: 0.4093 0.9127 -4.5403
H: 1.3555 0.3798 -4.5492
H: 2.7401 1.9871 -1.0880
Cl: 2.8246 -0.2357 1.3304
C: 3.3151 -1.9033 3.8303
N: 2.1006 -1.1252 4.2369
C: 1.4268 -1.9013 5.2995
C: 2.5233 0.2313 4.7132
C: 1.3793 1.1864 5.0738
N: 0.3312 1.4018 4.0243
C: -0.8674 1.9261 4.7419
C: 0.7394 2.4784 3.0742
H: 3.9067 -2.1984 4.7149
H: 3.9230 -1.2716 3.1811
H: 3.0155 -2.7891 3.2529
H: 2.1361 -2.1167 6.1180
H: 0.5672 -1.3450 5.7148
H: 1.0780 -2.8603 4.8811
H: 3.1547 0.0901 5.6094
H: 3.1469 0.6772 3.9285
H: 0.8854 0.8415 5.9908
H: 1.8341 2.1654 5.3135
H: -0.6282 2.8918 5.2202
H: -1.7026 2.0759 4.0508
H: -1.1712 1.2231 5.5230
H: 0.8576 3.4400 3.6176
H: 1.6771 2.2152 2.5651
H: -0.0443 2.6109 2.3103

Summary:
2S+1	3
total charge	+1

---

Looking at E_tot for the records above, in order, we have -93478.706; -57955.079; -71935.288; -95091.375; -82309.548 eV.